Density functional theory data (wB97M-V/def2-TZVPD) for a cluster of 12 separate species, C27H52F33N4O17P3S5 in total.

CARTESIAN COORDINATES (ANGSTROEM)
S 3.92703 6.89433 -0.47633
S -7.58891 -0.82878 -1.53737
S -2.30130 -5.09949 -0.35408
S -2.57347 4.16236 5.63224
S 3.31937 -2.02505 1.77789
P -3.34505 -2.04494 4.08774
P -0.32111 2.45345 -4.55926
P -5.07479 4.33703 -0.97461
F -2.39447 3.89243 2.99624
F -5.35161 4.38646 -2.60879
F -3.91951 -3.26398 -1.38759
F -5.59221 -1.45990 -3.26090
F 0.36679 2.16405 -3.10979
F -2.13531 -2.57554 5.08674
F 4.77395 0.14703 2.65217
F -4.81018 4.45030 0.65505
F 2.59580 6.03462 -2.70789
F -4.46638 -1.47472 3.02709
F -2.17918 -1.76402 3.04455
F -6.50094 5.03821 -0.70930
F -7.62052 -1.27327 -4.19181
F -3.88693 2.69869 3.94827
F -3.26779 -0.51289 4.66145
F -1.69708 2.15540 4.09101
F -5.79656 2.86905 -0.90373
F 3.92958 0.36677 0.63914
F -4.44677 -2.47798 5.17920
F 1.02082 1.88709 -5.26061
F 0.34209 3.94671 -4.57857
F -3.51293 -4.99509 -2.77288
F -3.48298 -3.59745 3.46657
F -1.51730 3.06928 -3.66990
F -1.07212 1.00922 -4.59313
F 2.68388 0.64081 2.39046
F 4.71838 5.91484 -2.95086
F -3.62938 3.79057 -1.12973
F -1.03340 2.82226 -6.02907
F -2.02768 -3.43598 -2.30751
F -7.12526 -2.96412 -3.12507
F -4.42206 5.82282 -0.99688
F 3.79847 4.40486 -1.69796
O 2.64830 6.82355 0.23814
O 3.32325 -2.50534 3.15580
O 3.42713 3.35537 3.44021
O -2.72219 5.50958 5.10406
O -1.82934 -4.03694 0.61575
O 1.43221 -5.71827 2.38916
O 1.97665 -2.23808 1.13452
O -3.38447 -5.97434 0.16709
O 5.03736 6.29380 0.26726
O -9.01486 -1.21828 -1.27882
O -1.38872 3.90553 6.42536
O -6.66101 -1.21245 -0.45947
O 4.20394 8.28771 -0.93357
O -7.45620 0.60160 -1.83455
O 4.34143 -2.63983 0.92853
O -1.14954 -5.86777 -0.85401
O -3.76420 3.67532 6.35010
N -1.23906 1.04521 0.29624
N 0.06093 -3.79569 2.74585
N 2.15252 -2.60604 -3.41899
N 5.24401 4.17051 2.10807
C 0.42534 -3.17729 4.12401
C 2.96810 -2.85461 -4.69927
C -0.70529 2.39008 0.73224
C 3.74656 5.73073 -2.07727
C -6.89204 -1.69184 -3.16585
C 0.36296 -5.26414 2.65540
C 5.64307 3.18449 4.42811
C 0.67953 2.71678 0.12678
C -2.61932 3.15329 4.06035
C 0.79849 -2.30538 -4.04118
C 2.02053 -3.76292 -2.34080
C -3.04160 -4.17216 -1.82278
C 2.97259 -5.30348 -0.61700
C -2.74029 -0.22834 -1.17821
C 1.05936 -1.47728 -5.23790
C -3.39408 -0.25719 0.23684
C 3.73158 -0.09169 1.91347
C -0.22609 -0.04565 0.74909
C 3.29081 -4.21596 -1.66428
C 5.42411 3.25172 0.92863
C -1.69992 0.87042 -1.17630
C 2.84480 -1.41480 -2.66561
C 4.63508 3.48368 3.36762
C 1.34412 3.94779 0.80586
C -2.63679 0.81874 0.95431
C 2.31294 -2.02869 -5.82313
C -0.87671 -6.04360 3.13106
H 1.45290 -3.40527 4.40727
H -1.42415 3.04013 0.23346
H 2.91243 -1.19342 -6.18512
H -2.42453 -1.18635 -1.59126
H 6.26358 2.36408 4.06756
H -3.29989 1.67673 0.84361
H -0.92075 0.54767 -1.86683
H -2.54312 0.58047 2.01382
H 0.29273 -3.23946 -4.28573
H 2.62600 -4.95648 0.35643
H 4.05493 -2.77365 -4.68105
H 1.57159 3.68593 1.83920
H 0.64219 3.08978 -0.89674
H 0.17040 0.19032 1.73661
H -1.03479 -6.94270 2.53547
H 4.72253 5.00548 1.88228
H 6.28916 4.03300 4.65325
H -4.45249 0.00293 0.22249
H 2.27009 4.19533 0.28683
H -2.02041 1.83783 -1.56295
H -0.89091 2.52159 1.79823
H 2.77054 -3.92025 -4.81537
H -1.83979 -5.54703 3.24937
H -0.57794 -6.49642 4.07647
H 6.04386 3.79144 0.21259
H 3.82779 -3.40625 -1.17018
H 1.62703 -4.69843 -2.73840
H -0.89698 -3.63928 2.46650
H 0.65467 -3.31739 2.08343
H -3.31314 -1.27368 0.62195
H 2.16022 -2.53101 -6.77835
H 5.97565 2.44734 1.41533
H 1.35949 1.86541 0.09619
H 2.62011 -0.50870 -3.22828
H 0.31305 -1.78764 -3.21389
H 6.18814 4.50000 2.25001
H 0.23068 -2.10599 4.17422
H 0.22151 -1.56320 -5.92981
H 3.98188 -4.69930 -2.35486
H -3.55127 0.23271 -1.74199
H 0.53518 -0.02734 -0.03080
H -0.18662 -3.77424 4.80022
H 5.13083 2.83892 5.32605
H 2.47661 -1.41448 -1.63969
H 3.92097 -1.58127 -2.61822
H 1.18530 -3.49594 -1.69334
H 3.88383 -5.89287 -0.51524
H -0.67061 -1.03854 0.81743
H 2.24912 -5.95964 -1.10090
H 4.47529 2.86414 0.55768
H 0.75908 4.86748 0.80675
H 1.13926 -0.43623 -4.92494

Forces on atoms 1 to 2 (eV/Å):
S -1.8 2.9 0.1
S -0.5 2.1 2.2

Properties
**Calculated total energy**: -241345.16580 eV
**E_HOMO**: -0.10 eV
**Net charge**: -4
**Frontier orbital gap**: 4.44 eV
**E_LUMO**: 4.336 eV

Atom charges from the Löwdin analysis, given in e for atoms 1 to 6: atom 1 (S): 0.5228, atom 2 (S): 0.5071, atom 3 (S): 0.5433, atom 4 (S): 0.4529, atom 5 (S): 0.5432, atom 6 (P): 0.2239